No. 1
The following is a quantum chemistry calculation of a cluster of 7 separate species, C31H54F6IN7O14Si in total at a distorted geometry, from the Open Molecules 2025 dataset.

The value obtained for the HOMO energy is -0.331 Ha. The calculation puts the calculated total energy at -104385.0126 eV.

Atoms and positions in Å:
C 1.5476 2.0307 -5.1848
Si 1.4330 1.4561 -3.3666
C -0.3960 1.8150 -2.8443
C 2.5184 2.4567 -2.1714
C 4.0758 2.3691 -2.4497
C 4.8676 2.3678 -1.0603
C 5.6670 1.0189 -0.8532
C 6.3036 0.8539 0.5763
C 5.2622 0.6966 1.7496
C 4.2904 -0.5452 1.5931
C 2.7961 -0.1076 1.2758
C 1.9046 -0.0579 2.5962
I 2.9680 0.4446 4.4218
C 1.5948 -1.6160 2.7981
N 0.4118 -2.0164 1.9487
C -0.0922 -0.7361 1.4725
O -0.7535 -0.6883 0.4816
C 0.4087 0.4625 2.4122
C 0.3346 1.7438 1.5139
C 1.3631 2.8705 1.8936
C 0.7104 4.2889 1.9642
F -0.0793 4.5090 0.8581
F -0.0660 4.4308 3.0870
F 1.6335 5.2921 1.9596
C -0.5803 0.3245 3.6405
O -1.5595 1.3750 3.7312
C -2.7499 1.0306 3.1893
F -2.7248 0.9417 1.8276
F -3.6085 2.0713 3.4570
F -3.3281 -0.0639 3.7480
C 1.6810 -0.4199 -3.1356
C 0.4875 -1.2537 -2.9577
C 0.6054 -2.6742 -2.7328
C 1.8781 -3.3647 -2.6691
C 3.0820 -2.5847 -2.8852
C 2.9492 -1.1112 -3.1178
H 2.5833 2.0405 -5.5939
H 1.1017 3.0644 -5.2060
H 0.8576 1.4148 -5.8220
H -1.0924 1.7399 -3.7095
H -0.3900 2.8319 -2.3743
H -0.6817 1.0897 -2.0441
H 2.2992 2.0928 -1.1333
H 2.1959 3.5302 -2.2325
H 4.3911 1.4843 -3.0456
H 4.3506 3.3239 -2.9670
H 4.2008 2.6000 -0.1925
H 5.6518 3.1684 -1.1488
H 5.0161 0.1296 -1.0740
H 6.5140 0.9620 -1.5853
H 6.9935 1.6893 0.8535
H 6.9283 -0.0825 0.6029
H 5.7326 0.6424 2.7617
H 4.6202 1.6160 1.7511
H 4.6287 -1.0968 0.6725
H 4.3491 -1.2798 2.4271
H 2.4114 -0.8510 0.5319
H 2.8116 0.8945 0.7944
H 2.4025 -2.3184 2.4688
H 1.2559 -1.9327 3.8146
H 0.8191 -2.3549 1.0646
H -0.6806 2.2160 1.5270
H 0.5130 1.4528 0.4502
H 1.8322 2.7122 2.8932
H 2.2077 2.9787 1.1640
H 0.0177 0.3746 4.5900
H -1.0064 -0.7061 3.6110
H -0.5400 -0.8474 -2.9705
H -0.3044 -3.2949 -2.5641
H 1.9787 -4.4510 -2.4652
H 4.0656 -3.0990 -2.8461
H 3.8952 -0.5576 -3.2807
C -4.0019 -0.8214 -4.1188
N -3.0212 -0.7110 -5.2311
O -3.2815 -1.2870 -6.2684
O -2.0224 -0.0476 -5.0231
H -4.8334 -1.4387 -4.4455
H -3.4898 -1.2791 -3.2739
H -4.3391 0.1835 -3.8797
C 5.3755 -2.8691 -6.6506
N 5.7592 -1.7136 -5.7971
O 6.2963 -1.9557 -4.7339
O 5.5043 -0.6084 -6.2272
H 5.6624 -3.7861 -6.1450
H 4.2981 -2.8269 -6.7930
H 5.9031 -2.7675 -7.5960
C -5.4489 2.6566 -1.2319
N -5.1003 1.8302 -2.4182
O -5.9056 0.9820 -2.7673
O -4.0375 2.0629 -2.9549
H -6.4198 2.3407 -0.8593
H -4.6777 2.4977 -0.4848
H -5.4773 3.6949 -1.5541
C 1.6904 -2.6566 7.2946
N 1.8922 -3.4406 6.0471
O 1.0567 -4.2772 5.7687
O 2.8833 -3.1837 5.3943
H 0.7732 -2.9894 7.7710
H 2.5482 -2.8380 7.9378
H 1.6229 -1.6072 7.0139
C -6.6167 0.2101 4.2607
N -7.9870 0.3705 3.7057
O -8.8247 -0.4483 4.0312
O -8.1701 1.3132 2.9634
H -6.5989 -0.6663 4.9013
H -5.9364 0.0883 3.4215
H -6.3854 1.1083 4.8285
C -10.7733 -2.8511 2.7023
N -10.7886 -4.1399 1.9594
O -11.1192 -5.1363 2.5716
O -10.4674 -4.1016 0.7890
H -11.0795 -3.0352 3.7275
H -9.7587 -2.4637 2.6670
H -11.4691 -2.1786 2.2065

Cartesian forces (eV/Å) of the 2 atoms listed first:
C -0.317 0.200 0.071
Si -1.298 0.252 -0.101

No. 2
The following is a quantum chemistry calculation of a structure of composition C10H21F3GaI2N3O4PS2, from the Open Molecules 2025 dataset.

The value obtained for the HOMO energy is -0.438 Ha. The calculation puts the calculated total energy at -131055.2294 eV. Its charge is +1.

Atoms and positions in Å:
Ga -1.0689 -2.4590 0.9121
C -1.0042 -2.0616 -3.1314
N -1.7168 -0.8181 -2.8505
C -2.4121 -0.2409 -3.9947
P -1.4251 0.0091 -1.4717
O -1.4555 -0.9474 -0.2954
N -2.5615 1.1576 -1.2666
C -3.9181 0.7855 -0.8670
C -2.4137 2.5359 -1.7163
N 0.0445 0.7229 -1.5691
C 0.6089 1.3599 -0.3894
C 0.7251 1.0348 -2.8180
H -1.6955 -2.7948 -3.5502
H -0.5810 -2.4722 -2.2167
H -0.1921 -1.9078 -3.8490
H -3.1325 -0.9609 -4.3854
H -1.7179 0.0173 -4.8002
H -2.9507 0.6574 -3.7002
H -3.9295 -0.2244 -0.4648
H -4.6072 0.8355 -1.7147
H -4.2720 1.4691 -0.0943
H -1.3914 2.7291 -2.0329
H -2.6622 3.2203 -0.9032
H -3.0806 2.7502 -2.5561
H 0.0744 1.0368 0.5033
H 0.5520 2.4510 -0.4532
H 1.6639 1.0833 -0.2956
H 0.3045 0.4579 -3.6374
H 1.7826 0.7796 -2.7271
H 0.6504 2.0988 -3.0664
C 2.7331 0.9513 6.0509
O 2.3178 0.1435 4.9329
C 2.9931 -0.9652 4.6814
S 4.3004 -1.5546 5.4005
S 2.5139 -0.5459 1.8791
H 2.0538 1.7956 6.0612
H 3.7624 1.2740 5.9114
H 2.6533 0.3730 6.9689
I 1.9707 -3.4901 -0.6430
I 3.2509 -1.7714 -2.2257
F 2.9510 -2.7888 3.1162
C 2.3971 -1.5801 3.4323
F 4.1032 -0.2826 2.0030
F 2.2067 0.9100 2.3597
C 0.8581 -1.6245 3.3033
O 0.0784 -2.2096 3.9852
O 0.6387 -0.9395 2.1850

Cartesian forces (eV/Å) of the 2 atoms listed first:
Ga -0.108 0.013 0.032
C -0.051 0.041 -0.034

No. 3
The following is a quantum chemistry calculation of an isolated molecule of C4H8N2 at a distorted geometry, from the Open Molecules 2025 dataset.

The value obtained for the HOMO energy is -0.314 Ha. For the energy above the lowest of the compared OMol25 structures with the same formula, charge and spin, the calculation gives 31.1 kcal per mole. The calculation puts the calculated total energy at -7256.5274 eV.

Atoms and positions in Å:
H 1.4827 1.6364 -0.4206
N 0.6614 2.2069 -0.1534
C -0.3242 1.4535 0.0864
N -0.4370 0.0244 0.0106
C -1.7426 -0.5541 0.0856
C 0.6725 -0.8161 -0.2789
C 1.8932 -0.7355 0.2678
H -1.2864 1.8988 0.3316
H -2.5551 0.2364 0.0073
H -1.8745 -1.2636 -0.7987
H -1.8452 -1.1244 1.0260
H 0.4692 -1.6160 -1.0465
H 2.7194 -1.3797 -0.1301
H 2.1666 0.0330 1.0129

Cartesian forces (eV/Å) of the 2 atoms listed first:
H -0.377 0.424 0.174
N 0.457 -0.646 -0.055

No. 4
The following is a quantum chemistry calculation of a structure of composition C51H41CsN3O2S2 at a distorted geometry, from the Open Molecules 2025 dataset.

The value obtained for the HOMO energy is -0.382 Ha. For the energy above the lowest of the compared OMol25 structures with the same formula, charge and spin, the calculation gives 22.2 kcal per mole. The calculation puts the calculated total energy at -84333.0051 eV. Its charge is +1.

Atoms and positions in Å:
Cs -2.3144 0.7587 -1.6329
C -3.6767 4.4024 -1.2241
C -3.9304 3.8762 0.1517
C -3.8834 4.7087 1.2700
C -4.2113 4.1872 2.5084
C -4.5707 2.8521 2.5974
C -4.5807 2.0888 1.4319
N -4.2550 2.5945 0.2469
C -5.0738 0.6965 1.4340
C -6.2357 0.3988 2.1483
C -6.7471 -0.8827 2.0779
C -6.0865 -1.8173 1.2999
C -4.9275 -1.4322 0.6207
N -4.4372 -0.1998 0.6893
C -4.2651 -2.4127 -0.2656
C -4.1735 -3.7542 0.1085
C -3.7090 -4.6649 -0.8249
C -3.3463 -4.2153 -2.0809
C -3.4327 -2.8511 -2.3552
C -3.0426 -2.3115 -3.6916
N -3.8710 -1.9774 -1.4597
H -3.8021 5.4817 -1.2551
H -4.3734 3.9318 -1.9200
H -2.6586 4.1594 -1.5313
H -3.6140 5.7479 1.1627
H -4.2210 4.8148 3.3868
H -4.8363 2.4071 3.5429
H -6.7407 1.1689 2.7076
H -7.6523 -1.1429 2.6056
H -6.4784 -2.8173 1.1933
H -4.4677 -4.0739 1.0973
H -3.6565 -5.7149 -0.5849
H -3.0094 -4.9064 -2.8386
H -3.1394 -3.0732 -4.4588
H -2.0041 -1.9806 -3.6637
H -3.6795 -1.4683 -3.9536
C 3.5384 -6.2638 -2.8601
C 2.6051 -5.1316 -2.5589
C 1.4456 -5.3514 -1.8195
C 0.6184 -4.3012 -1.4684
C 0.9386 -3.0091 -1.8549
C 2.0584 -2.7745 -2.6309
C 2.8858 -3.8316 -2.9734
S -0.1709 -1.6991 -1.2673
O -0.1004 -0.5407 -2.1777
C 0.8239 -1.3369 0.2147
C 0.2932 -2.0012 1.3359
C 0.7727 -1.7576 2.5878
C 1.8190 -0.8271 2.7735
C 2.2763 -0.4911 4.0640
C 3.2670 0.4350 4.2319
C 3.8543 1.0450 3.1140
C 3.4411 0.7367 1.8473
C 2.4053 -0.2009 1.6394
C 1.8845 -0.4683 0.3368
C 2.4359 0.3046 -0.8021
C 3.6691 -0.0196 -1.4274
C 4.4382 -1.1465 -1.0589
C 5.6237 -1.4190 -1.6835
C 6.1052 -0.5717 -2.6932
C 5.3844 0.5245 -3.0756
C 4.1473 0.8264 -2.4676
C 3.3773 1.9370 -2.8801
C 2.1918 2.2238 -2.2668
C 1.7546 1.4254 -1.2072
S 0.2095 1.7911 -0.3636
O -0.6071 2.5780 -1.3087
C 0.8817 2.9974 0.8078
C 1.3570 4.2395 0.4260
C 1.7393 5.1484 1.3979
C 1.6562 4.8268 2.7482
C 2.0587 5.7968 3.8109
C 1.1852 3.5682 3.1120
C 0.7896 2.6618 2.1489
H 3.0188 -7.2192 -2.8663
H 4.3090 -6.3135 -2.0898
H 4.0371 -6.1265 -3.8157
H 1.1840 -6.3526 -1.5107
H -0.2784 -4.4783 -0.8927
H 2.2776 -1.7713 -2.9625
H 3.7670 -3.6365 -3.5672
H -0.5214 -2.6971 1.1781
H 0.3461 -2.2446 3.4533
H 1.8219 -0.9741 4.9170
H 3.6027 0.6994 5.2230
H 4.6333 1.7756 3.2611
H 3.9019 1.2145 0.9941
H 4.0770 -1.7914 -0.2712
H 6.2110 -2.2778 -1.3920
H 7.0545 -0.7889 -3.1585
H 5.7570 1.1793 -3.8496
H 3.7424 2.5480 -3.6929
H 1.5629 3.0427 -2.5788
H 1.4144 4.5007 -0.6195
H 2.1070 6.1189 1.0983
H 2.1582 6.8024 3.4153
H 3.0173 5.5040 4.2344
H 1.3288 5.7961 4.6171
H 1.1207 3.2963 4.1557
H 0.3989 1.6918 2.4285

Cartesian forces (eV/Å) of the 2 atoms listed first:
Cs -3.386 -0.524 -0.517
C 0.075 -0.064 -0.072

No. 5
The following is a quantum chemistry calculation of a cluster of 2 separate species, CHF3N3 in total at a distorted geometry, from the Open Molecules 2025 dataset.

The value obtained for the HOMO energy is -0.517 Ha. For the energy above the lowest of the compared OMol25 structures with the same formula, charge and spin, the calculation gives 79.8 kcal per mole. The calculation puts the calculated total energy at -13658.0338 eV. Its charge is +1.

Atoms and positions in Å:
C -4.0529 0.0365 -0.0169
N -4.1494 -1.0953 -0.6972
N -3.1177 -0.1862 -0.8938
N 0.3354 0.2344 -0.4065
F -4.5874 0.8956 0.7308
F 0.3129 1.5880 -0.6728
F -0.7765 0.0415 0.2762
H 1.2779 0.2155 -0.0233

Cartesian forces (eV/Å) of the 2 atoms listed first:
C -1.329 1.001 0.331
N 1.319 1.522 0.370

No. 6
The following is a quantum chemistry calculation of a cluster of 2 separate species, C8H19FN in total at a distorted geometry, from the Open Molecules 2025 dataset.

The value obtained for the HOMO energy is -0.530 Ha. For the energy above the lowest of the compared OMol25 structures with the same formula, charge and spin, the calculation gives 0.0 kcal per mole. The calculation puts the calculated total energy at -12803.3787 eV. Its charge is +1.

Atoms and positions in Å:
C 1.6802 -1.5943 -0.1504
C 3.2148 0.0069 1.2713
C -3.0333 -1.1719 -1.0162
C -3.3241 1.2001 -0.4168
C 1.7433 1.0693 -1.5244
C 1.8084 -0.2975 0.7031
C -2.7685 -0.1719 -0.2298
C 1.3710 1.0250 -0.0533
N -2.0495 -0.3305 1.0938
F -0.0460 0.8998 0.0192
H 1.8147 -2.4727 0.4313
H 2.5019 -1.8658 -0.8352
H 0.6783 -1.6040 -0.6117
H 3.1093 0.9552 1.7386
H 3.5867 -0.6262 2.0114
H 3.7671 0.0515 0.4332
H 1.6120 1.9707 0.4879
H -3.4902 -1.0405 -1.9191
H -2.7357 -2.1349 -0.5687
H -3.9891 1.3393 0.5252
H -4.0261 1.1406 -1.1689
H -2.5040 1.9706 -0.5563
H 2.8343 1.3085 -1.6257
H 1.6458 0.1510 -1.8942
H 1.0728 1.7997 -1.9581
H 1.1028 -0.3519 1.4588
H -1.9365 -1.3108 1.3819
H -2.6137 0.0499 1.9732
H -1.0266 0.0347 0.9999

Cartesian forces (eV/Å) of the 2 atoms listed first:
C 0.216 0.765 -0.091
C -3.559 0.110 0.927

No. 7
The following is a quantum chemistry calculation of an isolated molecule of C6H7NO at a distorted geometry, from the Open Molecules 2025 dataset.

The value obtained for the HOMO energy is -0.334 Ha. For the energy above the lowest of the compared OMol25 structures with the same formula, charge and spin, the calculation gives 57.0 kcal per mole. The calculation puts the calculated total energy at -9870.1849 eV.

Atoms and positions in Å:
C 1.4916 -1.4365 0.2382
C 0.7764 -0.1194 0.0144
C 0.6610 1.1689 0.4360
C -0.5327 1.4718 -0.3511
N -1.7041 0.9710 0.3548
C -1.5147 -0.3880 -0.1655
O -1.9462 -1.4391 0.1750
C -0.3841 0.0438 -0.9797
H 1.8913 -1.5864 1.2411
H 2.3638 -1.2449 -0.5264
H 0.9785 -2.4018 -0.0592
H 1.0151 1.7544 1.2477
H -0.7976 2.3349 -0.8789
H -1.8968 1.1767 1.2780
H -0.4015 -0.3056 -2.0242

Cartesian forces (eV/Å) of the 2 atoms listed first:
C 1.541 0.639 -1.737
C -0.223 0.143 -0.237

No. 8
The following is a quantum chemistry calculation of a cluster of 2 separate species, C6H17N2O in total at a distorted geometry, from the Open Molecules 2025 dataset.

The value obtained for the HOMO energy is -0.530 Ha. For the energy above the lowest of the compared OMol25 structures with the same formula, charge and spin, the calculation gives 34.3 kcal per mole. The calculation puts the calculated total energy at -11518.7194 eV. Its charge is +1.

Atoms and positions in Å:
C 0.5360 2.0771 -0.5912
C -0.2188 1.4929 2.0364
C 1.6171 0.2155 0.8237
C -1.0802 -1.5323 -2.0676
C 0.2697 0.9079 0.5805
C -0.6856 -0.0859 -0.1098
N -1.8873 -0.3326 0.4125
N -0.3906 -0.5371 -1.2613
O 0.9671 -2.2810 -0.1725
H -0.4097 2.5117 -0.8765
H 1.0405 1.6496 -1.5020
H 1.2252 2.7638 -0.1322
H -0.1510 0.6621 2.7774
H -1.2449 1.9661 2.1522
H 0.4919 2.2738 2.4156
H 2.3185 0.8998 1.3386
H 1.5678 -0.7087 1.4897
H 1.8907 -0.1830 -0.1780
H -0.5720 -1.5096 -2.9693
H -0.9781 -2.5166 -1.6322
H -2.0710 -1.0771 -2.1689
H -2.1780 0.2814 1.2171
H -2.6325 -0.9006 0.0191
H 0.5654 -0.3602 -1.6816
H 0.6771 -3.1523 -0.5694
H 1.3328 -2.5248 0.6495

Cartesian forces (eV/Å) of the 2 atoms listed first:
C 0.102 -2.237 1.275
C -0.095 -0.173 -0.566

Number 1: gap between HOMO and LUMO 8.802 eV. Number 2: gap between HOMO and LUMO 7.252 eV. Number 3: gap between HOMO and LUMO 9.507 eV. Number 4: gap between HOMO and LUMO 8.203 eV. Number 5: gap between HOMO and LUMO 4.861 eV. Number 6: gap between HOMO and LUMO 11.137 eV. Number 7: gap between HOMO and LUMO 10.033 eV. Number 8: gap between HOMO and LUMO 11.621 eV.